Version i
10
Properties=species:S:1:pos:R:3:lowdin_charge:R:1 method="wB97M-V/def2-TZVPD" orbital_gap_ha=0.3495 homo_ha=-0.321 total_charge=0
C -1.4033 -0.8094 0.0142 -0.06
C 0.8490 0.0708 0.1617 -0.87
H -2.3412 -0.2735 -0.2504 0.10
H -1.2056 -1.5448 -0.7219 0.06
H -1.5263 -1.1274 1.0047 0.07
H 0.7848 1.9462 -0.3357 0.10
H 2.3234 1.5094 -0.1728 0.04
N 1.4474 1.3214 0.0889 0.12
O -0.4996 0.3600 0.1489 -0.16
S 1.5714 -1.4526 0.0624 0.60

=====

Version ii
10
Properties=species:S:1:pos:R:3:lowdin_charge:R:1 method="wB97M-V/def2-TZVPD" orbital_gap_ha=0.3342 homo_ha=-0.322 total_charge=0
C -1.4380 0.2843 0.4980 -0.14
C 1.4309 -0.1257 -0.9795 -0.70
H -2.2891 -0.3374 0.6600 0.07
H -1.8478 1.1869 -0.2431 0.14
H -1.1961 0.9284 1.3992 0.10
H 1.3332 -0.7155 1.1354 0.22
H 0.6191 -0.2127 -1.6668 0.07
N 0.7986 -0.2368 0.2431 -0.13
O -0.4720 -0.6157 0.1295 -0.21
S 3.0612 -0.1559 -1.1757 0.58

=====

Result of the stability comparison: version i is the most stable of them.

=====

Version i
9
Properties=species:S:1:pos:R:3:lowdin_charge:R:1 method="wB97M-V/def2-TZVPD" orbital_gap_ha=0.3431 homo_ha=-0.324 total_charge=0
C -2.1180 0.0998 0.0091 -0.94
C 1.7298 -0.0435 0.0549 -0.18
O 0.3871 0.4454 0.1115 -0.48
P -0.7309 -0.5022 -0.5988 0.87
Cl -3.6752 -0.5692 -0.3328 0.50
H -1.9369 0.9659 0.6586 0.02
H 2.0870 -0.3899 1.0002 0.08
H 2.3306 0.7587 -0.1349 0.04
H 1.9265 -0.7650 -0.7678 0.08

=====

Version ii
9
Properties=species:S:1:pos:R:3:lowdin_charge:R:1 method="wB97M-V/def2-TZVPD" orbital_gap_ha=0.3323 homo_ha=-0.333 total_charge=0
C -1.6189 0.4160 -0.1189 -0.91
C 1.4542 -0.2368 0.2252 -0.24
O 0.5352 -0.7364 -0.6196 -0.51
P -0.5020 0.2695 -1.3418 0.89
Cl -3.2011 1.0293 -0.2577 0.53
H -1.6980 -0.2377 0.6982 -0.01
H 2.3912 -0.2892 -0.2763 0.07
H 1.4084 -0.9662 1.0914 0.11
H 1.2309 0.7515 0.5995 0.07

=====

Result of the stability comparison: version i is the most stable of them.

=====

Version i
9
Properties=species:S:1:pos:R:3:lowdin_charge:R:1 method="wB97M-V/def2-TZVPD" orbital_gap_ha=0.3594 homo_ha=-0.355 total_charge=0
C -0.6959 -0.2088 0.6877 -0.30
C -0.4114 0.1743 -0.7627 -0.34
O 0.6237 -0.7834 0.9921 -0.47
P 1.3060 -0.6311 -0.5367 0.77
Cl 2.8666 1.0734 -0.1474 -0.08
H -0.6581 0.7017 1.3846 0.13
H -1.5211 -1.0107 0.8705 0.14
H -0.9492 -0.5318 -1.4899 0.09
H -0.5608 1.2164 -0.9981 0.07

=====

Version ii
9
Properties=species:S:1:pos:R:3:lowdin_charge:R:1 method="wB97M-V/def2-TZVPD" orbital_gap_ha=0.3271 homo_ha=-0.329 total_charge=0
C -2.1746 -0.5815 0.0420 -0.89
C 1.7439 0.3241 -0.1259 -0.26
O 0.6062 -0.3835 0.3303 -0.49
P -0.8398 0.4825 0.1945 0.93
Cl -3.7829 0.0667 0.1151 0.49
H -2.0227 -1.5346 0.4136 -0.03
H 2.8089 0.0236 0.1132 0.09
H 1.8440 1.4304 0.1685 0.09
H 1.8171 0.1723 -1.2512 0.09

=====

Version iii
9
Properties=species:S:1:pos:R:3:lowdin_charge:R:1 method="wB97M-V/def2-TZVPD" orbital_gap_ha=0.3356 homo_ha=-0.369 total_charge=0
C -1.2974 -0.2583 0.9157 -0.10
C -1.2428 -0.6037 -0.3827 -0.08
O 2.2268 0.3232 -1.7589 -0.53
P 2.7721 1.3889 -1.0182 0.40
Cl 2.6321 0.8968 0.9334 0.15
H -0.5006 0.3993 1.4171 0.04
H -1.9584 -0.7895 1.6785 0.06
H -2.0262 -1.2446 -0.7019 0.03
H -0.6056 -0.1120 -1.0831 0.02

=====

Result of the stability comparison: version iii is the most stable of them.

=====

Version i
20
Properties=species:S:1:pos:R:3:lowdin_charge:R:1 method="wB97M-V/def2-TZVPD" orbital_gap_ha=0.4677 homo_ha=-0.581 total_charge=+1
C 0.5730 1.1064 2.0058 -0.03
C 0.1456 -0.4268 1.7609 -0.18
N -0.3443 -0.6839 0.3517 0.02
C 0.9513 -1.0348 -0.4542 -0.17
C 1.2358 -0.2443 -1.7154 -0.06
H 0.6489 1.0280 3.1085 0.09
H -0.0255 1.9390 1.6037 0.09
H 1.5844 1.1743 1.5947 0.07
H 0.8648 -1.1827 1.9239 0.10
H -0.7939 -0.6413 2.3558 0.14
H -0.9205 0.1840 -0.0236 0.18
H -0.9219 -1.5596 0.3540 0.18
H 0.7800 -2.0562 -0.6991 0.11
H 1.7441 -0.8954 0.2908 0.11
H 1.8121 0.6134 -1.3869 0.07
H 2.0358 -0.7624 -2.3879 0.13
H 0.3039 0.0174 -2.2340 0.07
H -2.9207 1.1880 -1.1155 0.04
H -2.2949 1.0509 -2.5807 0.09
O -2.1151 1.0359 -1.6061 -0.07

=====

Version ii
20
Properties=species:S:1:pos:R:3:lowdin_charge:R:1 method="wB97M-V/def2-TZVPD" orbital_gap_ha=0.4318 homo_ha=-0.543 total_charge=+1
C 1.5821 -0.9369 0.9318 -0.09
C 0.3940 -0.3744 0.1672 -0.30
C -0.8228 -1.1710 0.2984 -0.30
C -1.0084 -2.3156 -0.7570 -0.12
N 0.2848 1.1409 0.8832 0.24
H 1.9139 -1.9379 0.5783 0.10
H 1.2833 -1.3216 2.0261 0.14
H 2.4515 -0.2444 1.1449 0.10
H 0.6668 -0.3072 -0.9623 0.18
H -0.9106 -1.7542 1.2737 0.13
H -1.9074 -0.7692 0.5444 0.15
H -1.8897 -3.0331 -0.5087 0.11
H -0.9632 -2.0633 -1.9180 0.11
H -0.0695 -3.0010 -0.6628 0.09
H -0.5788 1.1563 1.3652 0.13
H 1.1303 1.1823 1.4640 0.14
H 0.3678 1.9002 0.2007 0.11
H -0.2096 2.7786 -2.2685 0.06
H -1.1516 3.6897 -1.4921 0.10
O -0.3746 3.0657 -1.3512 -0.08

=====

Result of the stability comparison: version i is the most stable of them.

=====

Version i
13
Properties=species:S:1:pos:R:3:lowdin_charge:R:1 method="wB97M-V/def2-TZVPD" orbital_gap_ha=0.3275 homo_ha=-0.334 total_charge=0
C -0.1205 0.0222 -0.0914 -0.34
C -1.5347 0.5790 -0.1478 -0.70
H 2.0376 -1.2848 0.6261 0.10
H 1.4727 -2.6459 -0.0355 0.08
H 1.7405 0.7270 -0.6027 0.13
H 0.0021 2.6087 0.2278 0.08
H -2.1615 -1.5659 0.2281 -0.13
N 1.4502 -1.6372 -0.1512 -0.01
N 0.1190 -1.2446 0.0794 0.00
N 0.8011 1.0028 -0.3706 -0.02
O 0.8051 2.1285 0.4794 -0.03
O -1.6911 1.7826 -0.3320 -0.02
S -2.9204 -0.4725 0.0903 0.87

=====

Version ii
13
Properties=species:S:1:pos:R:3:lowdin_charge:R:1 method="wB97M-V/def2-TZVPD" orbital_gap_ha=0.3388 homo_ha=-0.334 total_charge=0
C -1.1053 0.2648 -0.0795 -0.80
C 1.1849 -0.6475 -0.1700 -0.45
H -2.5001 1.6869 0.6646 0.15
H -1.0672 2.4380 0.4262 0.15
H 1.7567 1.0580 -0.0708 0.01
H -0.2345 -2.2626 -0.2039 0.05
H 1.5063 -2.7520 0.0352 0.14
N -1.5658 1.5342 0.1118 0.04
N 0.2609 0.3171 -0.3521 -0.10
N 0.7526 -1.9868 0.2915 0.09
O 0.8888 1.5197 -0.2345 0.02
O 2.3317 -0.1649 -0.1575 0.08
S -2.2089 -1.0048 -0.2610 0.62

=====

Result of the stability comparison: version ii is the most stable of them.

=====

Version i
22
Properties=species:S:1:pos:R:3:lowdin_charge:R:1 method="wB97M-V/def2-TZVPD" orbital_gap_ha=0.3311 homo_ha=-0.302 total_charge=0
C 1.6844 1.9790 -0.1509 -0.25
C 2.7041 -0.0114 -0.7868 0.08
C 0.3719 -1.2794 1.0320 -0.10
C 1.6948 0.5743 -0.2804 -0.23
C 0.2714 -0.2446 0.1984 -0.23
C -0.8281 -2.2027 1.3983 -0.10
C -1.9193 0.7083 0.4404 -0.07
C -0.6434 0.9653 -1.6493 -0.03
N 1.7525 3.0638 0.1142 0.18
N -0.8756 0.1745 -0.3866 -0.24
H 2.6800 -1.0279 -0.8842 0.06
H 3.4833 0.5943 -1.1811 0.09
H 1.2821 -1.5853 1.4872 0.09
H -1.6124 -2.0579 0.5463 0.10
H -1.3217 -1.8402 2.2677 0.04
H -0.3773 -3.2097 1.5554 0.08
H -2.8394 0.6252 -0.1813 0.10
H -2.0545 -0.2039 1.2083 0.10
H -1.5875 1.6160 0.9434 0.09
H -0.3353 1.9639 -1.4302 0.06
H 0.1162 0.4576 -2.1328 0.06
H -1.6463 0.9407 -2.1279 0.10

=====

Version ii
22
Properties=species:S:1:pos:R:3:lowdin_charge:R:1 method="wB97M-V/def2-TZVPD" orbital_gap_ha=0.2979 homo_ha=-0.292 total_charge=0
C 2.5500 0.3479 -0.3613 -0.24
C -1.2138 2.8257 -0.1768 0.02
C -0.8578 1.6296 0.3462 -0.25
C 0.5120 -1.6964 0.6144 -0.21
C 1.6680 0.2870 0.7364 -0.15
C -0.2483 0.5734 -0.2907 -0.13
C -0.7141 -0.8607 0.0968 -0.34
C -1.2640 -1.5288 -1.1374 -0.10
N 3.2677 0.4540 -1.2465 0.15
N 1.2848 -0.8743 1.3994 -0.05
H -1.5292 3.7430 0.4536 0.09
H -1.0860 3.0070 -1.2030 0.03
H -0.8490 1.5102 1.4400 0.12
H 0.2688 -2.7350 0.9622 0.14
H 1.2768 -1.9980 -0.1797 0.14
H 1.7287 1.2363 1.1528 0.11
H -0.1302 0.7687 -1.3734 0.14
H -1.4034 -0.8606 0.8229 0.09
H -2.1632 -0.9242 -1.5518 0.10
H -1.6080 -2.6592 -0.9187 0.12
H -0.4997 -1.5517 -1.9582 0.09
H 1.0099 -0.6939 2.3728 0.15

=====

Result of the stability comparison: version i is the most stable of them.